No. 1
Molecular formula: C2H3FO2
Method: DFT, ωB97M-V/def2-TZVPD

Calculated values
LUMO level (alpha / beta) (eV): -0.828 / -0.016
Net charge: 0
Electronic energy (eV): -8928.387
Energy relative to the best compared isomer or geometry (same formula, charge and spin) (kcal per mole): 152.41
Gap between HOMO and LUMO (alpha / beta) (eV): 7.738 / 10.530

Last column: natural (NBO) charge in e.
Atoms and positions in Å:
C  -0.34975  0.10064  -0.39469  -0.215
C  0.01779  0.17987  0.98161  0.221
O  0.65136  -0.31225  -1.29554  -0.131
O  1.79781  -0.74693  -0.84115  -0.182
F  -1.00568  0.56850  1.79978  -0.322
H  -1.24681  -0.63187  -0.69967  0.214
H  -0.83617  0.99076  -0.81974  0.227
H  0.97145  -0.14872  1.26940  0.188

=====

No. 2
Molecular formula: C31H58BrF9IN13O30Si2
Method: DFT, ωB97M-V/def2-TZVPD

Calculated values
LUMO level (eV): -1.042
Net charge: 0
Electronic energy (eV): -232189.102
Gap between HOMO and LUMO (eV): 7.643

Last column: Mulliken charge in e.
Atoms and positions in Å:
C  2.38755  -2.78169  4.53946  -0.860
C  1.70744  -1.33210  4.05656  -0.090
C  0.10197  -1.60783  3.87477  -0.812
I  -0.66424  -2.05240  5.91663  0.028
Si  -0.87880  -0.07391  3.15572  0.572
O  0.05704  0.74708  1.91589  0.342
Si  -0.93972  1.31845  0.58758  0.235
C  -1.68968  -0.05882  -0.52865  -0.300
C  -1.02818  -1.54700  -0.34233  -0.209
C  -1.02284  -2.48131  -1.68940  0.938
F  -2.41205  -3.06476  -1.80063  -0.299
F  -0.84604  -1.69389  -2.96650  -0.360
C  0.15867  -3.62947  -1.71491  0.275
F  0.05099  -4.34592  -3.03170  -0.238
F  1.46185  -2.87231  -1.72541  -0.216
C  0.05517  -4.74584  -0.51883  0.614
F  -1.15093  -4.64472  0.33461  -0.252
F  -0.01892  -6.08828  -1.20653  -0.300
C  1.42209  -4.79200  0.43135  0.542
F  1.20618  -5.87352  1.45738  -0.234
F  1.52531  -3.51660  1.18071  -0.082
F  2.64485  -5.16887  -0.31567  -0.235
C  -2.36799  2.50917  1.08485  -0.439
C  -2.06943  3.45198  2.39205  0.126
O  -1.16875  4.43345  2.48312  -0.581
Br  -3.22062  3.07015  4.03195  -0.098
O  0.15271  2.26771  -0.46938  -0.438
C  1.35097  2.69546  0.29246  0.482
O  1.39859  3.88028  0.95182  -0.460
C  2.76393  1.80742  0.37154  0.544
C  2.76144  0.20999  -0.01856  -0.132
C  4.05755  -0.79618  0.05445  -0.155
C  5.49827  -0.17043  0.52390  -0.477
C  5.56084  1.44929  0.88659  -0.516
C  4.22027  2.44789  0.83923  -0.247
H  2.54065  -2.84443  5.70341  0.304
H  1.72122  -3.71214  4.22000  0.170
H  3.44070  -2.96156  4.01002  0.268
H  1.90723  -0.57204  4.95452  0.369
H  2.24904  -0.92768  3.08572  0.018
H  -0.06996  -2.58363  3.22920  0.420
H  -1.17124  0.78380  4.30816  -0.272
H  -2.12292  -0.59000  2.59738  -0.248
H  -1.68398  0.33880  -1.65001  0.482
H  -2.84604  -0.14691  -0.24712  -0.044
H  -1.71277  -2.11662  0.45235  0.360
H  0.04538  -1.49652  0.17490  -0.394
H  -3.39365  1.93093  1.18073  0.484
H  -2.51628  3.25477  0.16438  0.343
H  1.74511  -0.24946  -0.38009  0.013
H  3.90088  -1.94592  -0.22570  0.183
H  6.42217  -0.89664  0.56596  0.287
H  6.63032  1.86497  1.19577  0.276
H  4.32995  3.58204  1.11872  0.346
C  -1.38034  -4.22277  -5.87728  -0.815
N  -0.95523  -4.16248  -7.30178  0.875
O  -0.47914  -5.19180  -7.79449  -0.476
O  -1.11135  -3.08345  -7.88514  -0.504
H  -1.18582  -5.22620  -5.49271  0.347
H  -0.79837  -3.47975  -5.32803  0.253
H  -2.44795  -3.99654  -5.84208  0.311
C  4.09646  7.41048  0.05378  -0.888
N  4.91192  6.26885  -0.44144  0.910
O  5.21756  6.26919  -1.63957  -0.525
O  5.22212  5.40447  0.38658  -0.566
H  3.89848  8.09019  -0.77772  0.343
H  3.16376  7.00234  0.44871  0.368
H  4.67212  7.91282  0.83384  0.323
C  0.19852  -4.97146  -10.61010  -0.670
N  0.62363  -4.91117  -12.03459  0.944
O  1.09972  -5.94048  -12.52731  -0.533
O  0.46751  -3.83213  -12.61796  -0.558
H  0.39304  -5.97489  -10.22553  0.329
H  0.78048  -4.22843  -10.06085  0.211
H  -0.86909  -4.74523  -10.57489  0.294
C  -2.42744  -7.94832  -1.47578  -0.533
N  -3.28036  -8.65205  -2.47117  0.866
O  -3.45754  -8.09377  -3.56015  -0.511
O  -3.74807  -9.74506  -2.13120  -0.539
H  -2.08640  -7.00475  -1.90703  0.114
H  -3.03723  -7.76846  -0.58794  0.295
H  -1.57941  -8.59813  -1.25038  0.289
C  3.47302  -3.43049  -7.79035  -0.626
N  3.67485  -4.63572  -8.63901  0.834
O  4.52750  -5.45161  -8.26991  -0.511
O  2.97169  -4.72867  -9.65189  -0.493
H  4.15437  -3.48019  -6.93836  0.318
H  3.68826  -2.55442  -8.40568  0.283
H  2.43420  -3.43436  -7.45411  0.172
C  -6.54811  0.66662  5.34798  -0.728
N  -5.30324  -0.00866  4.89207  0.913
O  -4.23190  0.56484  5.12066  -0.445
O  -5.43669  -1.09539  4.31744  -0.544
H  -6.28188  1.60755  5.83416  0.259
H  -7.16568  0.84943  4.46614  0.314
H  -7.04770  -0.00291  6.05108  0.267
C  -5.38170  -2.31447  -1.16193  -0.735
N  -6.26291  -1.37468  -0.41774  0.856
O  -7.46710  -1.38549  -0.69831  -0.531
O  -5.72086  -0.65251  0.42704  -0.472
H  -5.98922  -2.88391  -1.86851  0.319
H  -4.63442  -1.71784  -1.68923  0.244
H  -4.91619  -2.97863  -0.43089  0.304
C  1.23101  5.08774  4.53673  -0.474
N  2.43647  4.24308  4.32003  0.852
O  2.25745  3.10706  3.86578  -0.408
O  3.52846  4.74428  4.61218  -0.564
H  0.34537  4.52257  4.23869  0.011
H  1.18997  5.33698  5.59911  0.327
H  1.34154  5.98363  3.92242  0.238
C  3.32573  -8.11882  2.91401  -0.600
N  2.41885  -8.12688  4.09343  0.833
O  2.28274  -9.19827  4.69552  -0.519
O  1.86906  -7.05741  4.38147  -0.482
H  3.73749  -9.12111  2.77810  0.310
H  2.73363  -7.82406  2.04511  0.158
H  4.12166  -7.39893  3.11518  0.278
C  -8.85025  1.35127  9.06772  -0.734
N  -7.60539  0.67599  8.61182  0.843
O  -6.53405  1.24948  8.84040  -0.474
O  -7.73884  -0.41075  8.03719  -0.523
H  -8.58403  2.29219  9.55391  0.306
H  -9.46783  1.53408  8.18589  0.295
H  -9.34985  0.68174  9.77083  0.288
C  7.88324  8.14703  -4.21200  -0.703
N  7.00204  9.08682  -3.46782  0.828
O  5.79784  9.07601  -3.74839  -0.483
O  7.54409  9.80899  -2.62304  -0.514
H  7.27573  7.57760  -4.91859  0.302
H  8.63052  8.74367  -4.73931  0.292
H  8.34875  7.48287  -3.48097  0.279
C  3.46488  11.72927  1.18055  -0.734
N  2.83147  10.43642  0.80523  0.820
O  2.30805  10.36600  -0.31280  -0.492
O  2.87747  9.52872  1.64367  -0.474
H  3.34983  12.43245  0.35296  0.303
H  2.95637  12.09830  2.07368  0.289
H  4.52111  11.53411  1.37676  0.296
C  -5.62403  5.28513  1.17833  -0.835
N  -5.31027  3.85462  1.44051  0.919
O  -5.52326  3.42827  2.58147  -0.447
O  -4.85887  3.20006  0.49351  -0.525
H  -6.01097  5.73567  2.09479  0.312
H  -4.69793  5.77431  0.86933  0.303
H  -6.37437  5.31808  0.38579  0.312